(1)
Entry from the OMol25 dataset: C5H8O as an isolated structure (wB97M-V/def2-TZVPD).

Each line ends with the Mulliken charge.
Positions of all 14 atoms, in Å:
C: -0.182 -1.463 -0.682  -1.474
C: 0.279 -0.339 0.223  0.434
C: -0.905 0.459 0.845  -0.775
C: -0.044 1.654 0.467  0.611
O: 0.309 2.563 1.174  -0.562
C: 0.776 0.905 -0.570  -0.778
H: -0.873 -0.996 -1.396  0.369
H: 0.628 -1.913 -1.262  0.342
H: -0.739 -2.243 -0.155  0.343
H: 1.003 -0.544 1.019  0.348
H: -1.072 0.394 1.922  0.298
H: -1.839 0.253 0.307  0.273
H: 1.836 1.164 -0.528  0.298
H: 0.442 0.858 -1.614  0.272

Calculated values
Net charge: 0
ΔE to the lowest compared entry with this formula, charge and spin (kcal per mole): 25.82
Max |F| (eV/Å): 0.66
Frontier orbital gap (eV): 10.50

=====

(2)
Entry from the OMol25 dataset: a 14-piece molecular cluster, H28O14 overall (wB97M-V/def2-TZVPD).

Each line ends with the Mulliken charge.
Positions of all 42 atoms, in Å:
O: 0.787 5.821 17.672  -0.657
H: 1.171 5.249 17.014  0.306
H: 0.095 6.365 17.138  0.327
O: 5.468 5.546 14.526  -0.795
H: 4.716 5.762 15.048  0.428
H: 6.147 5.882 15.141  0.475
O: 3.267 6.412 16.065  -0.563
H: 2.401 6.465 15.648  0.203
H: 3.588 7.331 16.033  0.242
O: 3.814 2.295 16.358  -0.681
H: 2.940 2.668 16.175  0.368
H: 3.638 1.762 17.135  0.284
O: 2.094 3.622 19.846  -0.637
H: 2.356 2.759 20.241  0.235
H: 2.773 3.975 19.264  0.522
O: 6.402 3.195 15.891  -0.807
H: 6.122 4.007 15.489  0.377
H: 5.561 2.690 15.983  0.369
O: 3.931 4.771 18.186  -0.246
H: 3.545 5.284 17.507  0.148
H: 3.986 3.896 17.831  0.329
O: 6.448 5.139 19.908  -0.687
H: 5.799 5.746 19.533  0.272
H: 6.695 4.529 19.209  0.366
O: 6.439 2.883 18.469  -0.629
H: 7.273 2.446 18.633  0.259
H: 6.486 2.982 17.508  0.439
O: 3.667 1.286 19.160  -0.609
H: 2.960 0.852 19.641  0.285
H: 4.059 1.881 19.794  0.295
O: 1.764 3.946 15.905  -0.813
H: 1.998 4.236 15.028  0.313
H: 0.853 3.619 15.837  0.319
O: 1.988 7.776 19.202  -0.647
H: 2.038 8.683 18.835  0.331
H: 1.584 7.317 18.439  0.398
O: 4.855 7.996 18.136  -0.526
H: 3.909 8.100 18.361  0.261
H: 5.064 8.818 17.654  0.282
O: 6.900 6.079 16.704  -0.650
H: 7.439 6.875 16.630  0.267
H: 6.421 6.191 17.509  0.246

Calculated values
Net charge: 0
ΔE to the lowest compared entry with this formula, charge and spin (kcal per mole): 38.33
Max |F| (eV/Å): 3.64
Frontier orbital gap (eV): 9.01

=====

(3)
Entry from the OMol25 dataset: a 2-piece molecular cluster, C5H16NS overall (wB97M-V/def2-TZVPD).

Each line ends with the Mulliken charge.
Positions of all 23 atoms, in Å:
C: -0.242 -2.473 1.463  -0.851
S: 1.175 -1.621 0.768  -0.045
C: 1.473 -2.580 -0.745  -0.869
H: -0.048 -3.541 1.546  0.378
H: -1.153 -2.311 0.891  0.275
H: -0.374 -2.078 2.465  0.330
H: 2.199 -2.009 -1.323  0.322
H: 1.870 -3.556 -0.495  0.361
H: 0.556 -2.705 -1.316  0.297
C: -1.694 1.239 0.259  -1.177
C: -0.556 1.905 -0.502  0.278
C: 0.369 2.721 0.359  -1.346
N: 0.261 0.808 -1.178  -0.117
H: -2.385 0.749 -0.428  0.392
H: -1.314 0.509 0.971  0.279
H: -2.247 1.996 0.806  0.384
H: -0.955 2.510 -1.316  0.277
H: 0.836 2.107 1.128  0.338
H: -0.214 3.488 0.859  0.376
H: 1.140 3.224 -0.220  0.424
H: -0.289 0.374 -1.919  0.406
H: 1.100 1.193 -1.600  0.362
H: 0.495 0.049 -0.474  -0.072

Calculated values
Net charge: +1
ΔE to the lowest compared entry with this formula, charge and spin (kcal per mole): 0.00
Max |F| (eV/Å): 0.63
Frontier orbital gap (eV): 9.59

=====

(4)
Entry from the OMol25 dataset: a 6-piece molecular cluster, C39H90N6O6 overall (wB97M-V/def2-TZVPD).

Each line ends with the Mulliken charge.
Positions of all 141 atoms, in Å:
C: -18.792 -4.105 -13.710  -1.714
C: -17.276 -4.070 -13.900  2.598
C: -16.724 -2.666 -13.696  -1.123
O: -15.359 -2.688 -14.039  -0.136
C: -14.669 -1.495 -13.739  -0.992
N: -16.651 -5.076 -13.036  -0.736
H: -19.153 -5.067 -14.077  0.358
H: -19.259 -3.360 -14.355  0.366
H: -19.057 -4.013 -12.656  0.439
H: -17.093 -4.368 -14.934  -1.330
H: -16.874 -2.400 -12.638  0.407
H: -17.291 -1.959 -14.316  0.401
H: -13.641 -1.633 -14.067  0.260
H: -14.697 -1.238 -12.676  0.310
H: -15.114 -0.676 -14.317  0.372
H: -15.642 -4.987 -13.142  0.300
H: -16.808 -4.810 -12.065  0.302
C: -13.207 -2.641 -17.219  0.179
C: -13.176 -4.155 -17.275  1.064
C: -11.851 -4.653 -17.854  -1.194
O: -11.538 -4.013 -19.065  -0.134
C: -12.158 -4.577 -20.198  -0.596
N: -13.383 -4.673 -15.943  -0.107
H: -14.054 -2.311 -16.608  -0.093
H: -13.298 -2.182 -18.200  -1.002
H: -12.327 -2.257 -16.699  0.442
H: -13.937 -4.583 -17.957  0.271
H: -11.866 -5.750 -17.910  0.304
H: -11.035 -4.408 -17.168  0.165
H: -13.206 -4.260 -20.249  0.039
H: -12.054 -5.667 -20.184  0.337
H: -11.702 -4.238 -21.130  0.266
H: -13.562 -5.667 -15.857  0.281
H: -14.067 -4.182 -15.380  -0.011
C: -10.940 -8.249 -15.019  -1.441
C: -12.050 -7.599 -14.224  0.921
C: -13.454 -7.967 -14.737  -0.978
O: -13.603 -7.664 -16.106  -0.198
C: -14.312 -8.668 -16.814  -1.076
N: -11.910 -8.006 -12.817  -0.683
H: -10.907 -9.341 -14.996  0.400
H: -9.954 -7.889 -14.722  0.425
H: -11.058 -7.957 -16.067  0.219
H: -11.972 -6.512 -14.283  0.069
H: -14.149 -7.362 -14.136  0.102
H: -13.640 -9.008 -14.449  0.572
H: -13.749 -9.610 -16.796  0.377
H: -14.284 -8.384 -17.867  0.260
H: -15.325 -8.805 -16.438  0.380
H: -12.787 -7.972 -12.304  0.263
H: -11.628 -8.980 -12.789  0.300
C: -4.658 -1.903 -17.194  -1.974
C: -4.604 -3.433 -17.076  1.730
C: -4.801 -3.784 -15.602  -1.145
C: -6.266 -3.871 -15.183  -0.745
C: -7.003 -4.851 -16.082  -1.125
C: -6.957 -4.434 -17.554  2.088
N: -5.600 -4.074 -17.978  0.077
O: -5.623 -3.516 -19.266  -0.442
C: -7.408 -5.647 -18.368  -1.948
C: -7.966 -3.290 -17.745  -1.591
C: -3.246 -3.944 -17.564  -1.878
H: -3.916 -1.359 -16.607  0.449
H: -5.597 -1.470 -16.836  0.366
H: -4.506 -1.637 -18.242  0.505
H: -4.328 -4.726 -15.308  0.357
H: -4.361 -3.018 -14.958  0.391
H: -6.713 -2.873 -15.160  0.346
H: -6.338 -4.224 -14.150  0.410
H: -8.021 -4.956 -15.709  0.358
H: -6.515 -5.829 -15.990  0.437
H: -8.315 -6.116 -17.979  0.274
H: -7.609 -5.343 -19.399  0.430
H: -6.633 -6.412 -18.422  0.465
H: -7.626 -2.348 -17.312  0.212
H: -8.079 -3.086 -18.815  0.619
H: -8.978 -3.511 -17.411  -0.122
H: -3.222 -5.013 -17.351  0.427
H: -2.448 -3.504 -16.955  0.405
H: -3.038 -3.746 -18.611  0.323
H: -5.841 -2.578 -19.154  0.304
C: -14.486 1.413 -20.155  -1.963
C: -13.221 1.060 -20.938  1.604
C: -13.203 -0.470 -21.036  -0.061
C: -12.307 -1.062 -22.112  -0.369
C: -12.603 -0.406 -23.457  -1.394
C: -12.606 1.132 -23.400  1.749
N: -13.471 1.566 -22.302  0.067
O: -13.534 2.993 -22.295  -0.490
C: -11.137 1.599 -23.296  -1.680
C: -13.202 1.642 -24.703  -2.034
C: -11.989 1.585 -20.184  -1.602
H: -14.426 1.047 -19.124  0.336
H: -15.379 1.040 -20.653  0.443
H: -14.659 2.484 -20.023  0.391
H: -13.104 -0.895 -20.037  -0.421
H: -14.216 -0.721 -21.382  0.338
H: -12.359 -2.147 -22.211  0.125
H: -11.263 -0.890 -21.814  0.287
H: -13.547 -0.783 -23.853  0.350
H: -11.771 -0.683 -24.110  0.424
H: -10.472 0.966 -22.709  0.332
H: -10.717 1.646 -24.304  0.486
H: -11.052 2.619 -22.912  0.261
H: -14.274 1.429 -24.709  0.484
H: -13.059 2.711 -24.861  0.367
H: -12.806 1.142 -25.590  0.414
H: -12.074 1.275 -19.143  0.418
H: -11.910 2.672 -20.221  0.382
H: -11.072 1.130 -20.560  0.348
H: -12.692 3.267 -21.902  0.381
C: -16.396 -2.161 -19.220  -1.843
C: -17.514 -3.191 -19.170  1.924
C: -17.832 -3.658 -20.576  -1.192
C: -18.826 -4.809 -20.677  -0.845
C: -18.314 -5.974 -19.817  -1.450
C: -17.981 -5.539 -18.384  1.850
N: -17.114 -4.375 -18.422  -0.090
O: -16.535 -4.079 -17.176  0.991
C: -19.268 -5.422 -17.547  -1.708
C: -17.177 -6.687 -17.737  -2.196
C: -18.710 -2.457 -18.510  -1.713
H: -15.424 -2.641 -19.391  -0.290
H: -16.271 -1.597 -18.294  0.333
H: -16.540 -1.437 -20.023  0.707
H: -18.164 -2.817 -21.190  0.456
H: -16.909 -4.045 -21.022  0.293
H: -18.873 -5.145 -21.717  0.465
H: -19.869 -4.580 -20.441  0.349
H: -17.410 -6.380 -20.283  0.397
H: -19.027 -6.799 -19.759  0.427
H: -20.088 -4.894 -18.033  0.336
H: -19.627 -6.409 -17.250  0.477
H: -19.060 -4.879 -16.620  0.204
H: -17.603 -7.632 -18.079  0.539
H: -16.133 -6.623 -18.050  0.286
H: -17.215 -6.690 -16.647  0.350
H: -19.648 -3.005 -18.521  0.300
H: -18.866 -1.519 -19.052  0.463
H: -18.464 -2.184 -17.483  0.260
H: -15.615 -4.334 -17.281  -0.258

Calculated values
Net charge: 0
SMILES: CC1(C)CCCC(C)(C)N1O.CC1(C)CCCC(C)(C)N1O.CC1(C)CCCC(C)(C)N1O.COC[C@H](C)N.COC[C@H](C)N.COC[C@H](C)N
ΔE to the lowest compared entry with this formula, charge and spin (kcal per mole): 0.00
Max |F| (eV/Å): 1.51
Frontier orbital gap (eV): 8.78

=====

(5)
Entry from the OMol25 dataset: C5H4NO5Pr as an isolated structure (wB97M-V/def2-TZVPD).

Each line ends with the Löwdin spin population.
Positions of all 16 atoms, in Å:
O: 1.597 1.393 -4.722  0.000
C: 0.960 1.203 -3.786  -0.003
Pr: -0.013 -0.300 0.300  2.073
O: -1.742 1.726 -2.120  0.001
C: -1.414 0.959 -1.331  -0.004
C: -2.133 -0.608 1.858  -0.005
O: -2.941 -0.493 2.689  -0.001
C: 1.082 -2.178 1.515  -0.004
O: 1.881 -2.841 2.019  0.001
C: -1.053 -2.122 -0.747  -0.006
O: -1.330 -2.997 -1.479  0.001
H: 1.501 -0.644 -1.326  -0.046
N: 0.887 1.695 1.760  -0.006
H: 1.840 1.382 1.586  0.000
H: 0.416 1.434 2.635  0.000
H: 0.463 2.393 1.148  0.000

Calculated values
Net charge: +2
ΔE to the lowest compared entry with this formula, charge and spin (kcal per mole): 55.09
Max |F| (eV/Å): 10.59
Frontier orbital gap (alpha / beta) (eV): 6.55 / 6.64
Spin multiplicity: 3
<S²>: 2.032

=====

(6)
Entry from the OMol25 dataset: a single C5H10N2OS2 molecule (wB97M-V/def2-TZVPD).

Each line ends with the Mulliken charge.
Positions of all 20 atoms, in Å:
C: -0.172 1.809 -1.458  0.438
C: 0.510 -1.422 -0.160  -0.761
C: 0.334 -1.835 1.307  -0.949
C: -0.579 -0.488 -0.660  -0.375
C: 0.237 -0.815 2.387  0.318
N: 0.014 0.816 -0.636  -0.310
N: -1.033 1.826 -2.569  -0.378
O: 0.583 2.881 -1.310  -0.535
S: -0.904 -0.999 3.541  -0.233
S: 1.385 0.514 2.295  -0.170
H: 1.321 -0.662 -0.293  0.380
H: 0.380 -2.347 -0.744  0.276
H: -0.468 -2.548 1.476  0.442
H: 1.208 -2.564 1.543  0.309
H: -0.892 -0.862 -1.725  0.271
H: -1.539 -0.606 -0.128  0.313
H: -1.441 1.038 -3.068  0.212
H: -1.109 2.750 -2.800  0.217
H: 1.160 2.566 -0.564  0.373
H: 1.007 0.949 3.569  0.161

Calculated values
Net charge: 0
SMILES: N/C(O)=N\CCCC(=S)S
ΔE to the lowest compared entry with this formula, charge and spin (kcal per mole): 22.47
Max |F| (eV/Å): 5.19
Frontier orbital gap (eV): 8.45

=====

Question: Which formula does entry 1 have?
Answer: C5H8O